{"formula": "C5H8O2", "method": "ωB97M-V with the def2-TZVPD basis set", "multiplicity": 1, "homo_ev": [-7.280, -7.282], "homo_lumo_gap_ha": [0.266, 0.266], "de_lowest_ev": 5.1271, "charge": 0, "symbols": ["C", "C", "C", "C", "O", "C", "O", "H", "H", "H", "H", "H", "H", "H", "H"], "positions_angstrom": [[0.55066, 0.42292, -1.19249], [0.26324, 0.05777, 0.22049], [-0.31010, 0.92637, 1.29078], [1.04410, 0.27189, 1.47589], [-0.27501, -1.30734, 0.15228], [-0.82559, -1.52579, -1.00635], [-1.73431, -0.85248, -1.67390], [0.32883, 1.47449, -1.41798], [-1.31593, 0.04596, -1.71506], [1.58284, 0.20500, -1.48214], [-0.35611, 1.99452, 1.09505], [-1.12712, 0.53766, 1.89262], [1.93776, 0.88322, 1.38936], [1.10604, -0.53912, 2.19679], [-0.86930, -2.59507, -1.22534]], "atomic_forces_ev_per_a": [[0.2448, 0.1748, 0.0907], [0.0068, 0.1374, -0.0079], [-0.1843, 0.1150, 0.0228], [0.1817, -0.0486, 0.0412], [-0.0888, -0.0846, -0.2804], [-0.1716, -0.2062, 0.2132], [0.2264, 0.0619, 0.1433], [0.0178, -0.1565, 0.0030], [-0.0989, 0.0066, -0.0006], [-0.1348, 0.0060, 0.0306], [0.0102, -0.1913, 0.0051], [0.1330, 0.0282, -0.1170], [-0.1656, -0.0811, -0.0044], [-0.0262, 0.1214, -0.1267], [0.0496, 0.1173, -0.0129]]}

---

{"formula": "C6H9NOS", "method": "ωB97M-V with the def2-TZVPD basis set", "multiplicity": 1, "homo_ev": [-7.026, -7.030], "homo_lumo_gap_ha": [0.251, 0.251], "de_lowest_ev": 3.4534, "charge": 0, "symbols": ["C", "C", "C", "C", "C", "C", "N", "O", "S", "H", "H", "H", "H", "H", "H", "H", "H", "H"], "positions_angstrom": [[-0.61339, -2.27219, -0.33033], [-1.24313, -0.17415, 1.61829], [1.45857, 0.56165, -0.58923], [0.25192, 0.62801, -1.51045], [0.85065, 0.95454, 0.80415], [-0.90888, 0.30474, -0.65208], [-0.50444, 0.40695, 0.59497], [-1.03463, 0.00422, 2.85312], [-0.44244, -2.37207, 1.21466], [-0.15076, -2.92060, -1.11726], [-2.17552, -0.50625, 1.13795], [1.71617, -0.51295, -0.44451], [2.23087, 1.25971, -0.83931], [0.24900, 1.66554, -1.85503], [0.36007, 0.06037, -2.50514], [1.18685, 0.69191, 1.79210], [0.71152, 2.11895, 0.89472], [-1.94243, 0.10162, -1.06661]], "atomic_forces_ev_per_a": [[0.8198, 0.8279, -2.0369], [-0.3786, 0.3265, 3.0731], [-0.4330, -1.3096, 2.1514], [0.8873, 0.4350, -2.3505], [-1.6601, 2.5843, -1.4852], [-0.0852, -2.1776, -1.5947], [-0.7627, 0.5708, 1.5441], [-0.3778, 0.1383, -2.6779], [0.2221, -0.4748, 0.3055], [-0.7039, 0.0566, 0.8103], [-0.3016, -0.0818, 0.6160], [0.6128, 0.8110, -0.4913], [0.7426, -0.2215, -0.3685], [-0.6145, 0.3062, -0.0481], [-0.2920, 0.4101, 1.7379], [0.6129, -0.8367, -0.0590], [0.3100, -1.9260, -0.3567], [1.4019, 0.5612, 1.2306]]}

---

{"formula": "C48H70BrGeINP2PtSeSi", "method": "ωB97M-V with the def2-TZVPD basis set", "multiplicity": 1, "homo_ev": -10.389, "homo_lumo_gap_ha": 0.284, "de_lowest_ev": 0.0000, "charge": 1, "symbols": ["Pt", "I", "C", "C", "C", "C", "N", "C", "H", "H", "H", "H", "C", "P", "C", "C", "C", "C", "C", "C", "C", "C", "C", "C", "C", "C", "P", "C", "C", "C", "C", "C", "C", "C", "C", "C", "C", "C", "C", "H", "H", "H", "H", "H", "H", "H", "H", "H", "H", "H", "H", "H", "H", "H", "H", "H", "H", "H", "H", "H", "H", "C", "C", "C", "C", "Si", "Br", "C", "C", "C", "C", "C", "C", "C", "C", "H", "H", "H", "H", "H", "H", "H", "H", "H", "H", "H", "H", "H", "H", "H", "H", "H", "H", "H", "H", "H", "H", "H", "H", "H", "H", "H", "C", "H", "H", "H", "C", "Ge", "C", "C", "C", "Se", "C", "H", "H", "H", "H", "H", "H", "H", "H", "H", "H", "H", "H", "H", "H"], "positions_angstrom": [[-1.08255, 1.76260, -1.04448], [-5.59930, -0.93652, -3.73539], [-4.93274, 0.61380, -2.53240], [-5.75615, 1.67852, -2.20934], [-5.26579, 2.65946, -1.36029], [-3.98693, 2.53740, -0.86244], [-3.18879, 1.51212, -1.18291], [-3.64558, 0.56859, -2.01903], [-6.75848, 1.74615, -2.61182], [-5.87680, 3.50690, -1.08232], [-3.57302, 3.27177, -0.18426], [-2.96199, -0.22912, -2.27181], [2.85781, 2.01055, -0.38683], [1.17566, 2.34500, -1.05380], [0.94789, 4.08921, -0.54063], [0.44847, 5.06024, -1.40750], [0.18565, 6.34111, -0.94444], [0.41426, 6.66608, 0.38747], [0.89213, 5.69978, 1.26077], [1.14595, 4.41302, 0.80185], [1.62320, 2.31703, -2.82325], [2.43400, 3.28749, -3.40965], [2.82935, 3.15942, -4.73319], [2.43955, 2.04901, -5.47124], [1.64053, 1.07407, -4.89029], [1.22543, 1.21080, -3.57284], [3.23230, 0.19021, -0.15448], [2.62637, 0.04155, 1.57939], [3.33191, 0.53298, 2.68468], [2.79724, 0.43507, 3.95759], [1.56171, -0.17960, 4.15386], [0.85558, -0.66392, 3.06785], [1.37842, -0.53741, 1.78154], [5.03609, 0.26994, 0.15781], [5.86741, 1.29070, -0.29281], [7.23884, 1.24054, -0.05860], [7.79353, 0.16313, 0.61151], [6.97561, -0.87684, 1.04044], [5.61144, -0.82653, 0.80780], [3.03185, 2.54392, 0.54414], [3.48159, 2.40422, -1.18539], [0.27407, 4.81745, -2.44791], [-0.19845, 7.08868, -1.62715], [0.21561, 7.66833, 0.74543], [1.06998, 5.94699, 2.30013], [1.49391, 3.65716, 1.50051], [2.74428, 4.15663, -2.83866], [3.44044, 3.92742, -5.19010], [2.75931, 1.94734, -6.50066], [1.33502, 0.20928, -5.46604], [0.58193, 0.46523, -3.12025], [4.30843, 0.98227, 2.54658], [3.34477, 0.82695, 4.80609], [1.15701, -0.27664, 5.15426], [-0.09898, -1.15770, 3.21257], [0.81310, -0.89005, 0.92408], [5.46360, 2.13928, -0.82964], [7.86939, 2.05084, -0.40185], [8.85953, 0.12975, 0.79708], [7.40473, -1.72679, 1.55612], [4.97828, -1.64140, 1.14388], [0.11666, -4.02002, 1.81561], [-1.18647, -4.23721, 1.03155], [-2.23539, -3.32441, 1.68912], [-1.61322, -5.70828, 1.21776], [-0.95680, -3.85739, -0.82966], [-1.04147, -1.54382, -0.92722], [-2.42434, -4.37376, -1.93822], [-2.31809, -5.87828, -2.26593], [-3.76687, -4.12514, -1.23257], [-2.47857, -3.60203, -3.26621], [0.77356, -4.25602, -1.52548], [1.13639, -5.72383, -1.21699], [0.80273, -4.06523, -3.04996], [1.86926, -3.34746, -0.94753], [-0.09140, -4.12808, 2.88670], [0.52092, -3.01910, 1.66152], [0.88472, -4.75084, 1.56157], [-2.38242, -3.65062, 2.72541], [-3.20514, -3.34674, 1.19421], [-1.88813, -2.29030, 1.71071], [-1.67055, -5.93801, 2.28723], [-0.89523, -6.40178, 0.77103], [-2.59439, -5.91577, 0.78933], [-2.30014, -6.50069, -1.36892], [-1.42717, -6.10503, -2.85356], [-3.18616, -6.18308, -2.86040], [-3.86908, -4.69155, -0.30774], [-4.57892, -4.43872, -1.89764], [-3.91399, -3.06379, -1.00953], [-1.63503, -3.82055, -3.91706], [-2.51758, -2.52295, -3.11338], [-3.39073, -3.89092, -3.80020], [0.40926, -6.42769, -1.62832], [1.21955, -5.91102, -0.14543], [2.10832, -5.95754, -1.66431], [0.15716, -4.77489, -3.56774], [1.82397, -4.23092, -3.40933], [0.50821, -3.05219, -3.33783], [1.95944, -3.42165, 0.13503], [1.70941, -2.30033, -1.20493], [2.83248, -3.64706, -1.37690], [-1.46228, 2.49842, -2.94191], [-2.32802, 3.15932, -2.89035], [-1.68563, 1.65342, -3.60044], [-0.62593, 3.03185, -3.38311], [-2.96900, 4.42156, 4.95465], [-1.69748, 3.11589, 4.27621], [-2.12439, 1.36656, 5.01560], [0.16031, 3.56737, 4.62495], [-1.90387, 3.12769, 2.30887], [-1.35787, 1.45529, 1.48415], [-2.94922, 0.39180, 1.82262], [-2.85657, 4.53303, 6.03459], [-3.98701, 4.08211, 4.75506], [-2.82982, 5.39986, 4.49238], [-2.00675, 1.40855, 6.10048], [-1.44999, 0.59916, 4.62870], [-3.15586, 1.08330, 4.80202], [0.41513, 3.35939, 5.66549], [0.34703, 4.62540, 4.43338], [0.81553, 2.96799, 3.98747], [-1.24981, 3.89732, 1.89535], [-2.92969, 3.35176, 2.00845], [-2.81513, -0.16803, 2.74281], [-3.06906, -0.29177, 0.98547], [-3.81701, 1.04399, 1.90351]], "atomic_forces_ev_per_a": [[-0.8682, 0.2837, 1.3882], [-0.0083, -0.0268, -0.0791], [0.0379, -0.1311, 0.1431], [-0.0101, 0.0804, -0.0029], [-0.1510, -0.0777, 0.0532], [0.0293, -0.0035, 0.2717], [0.2797, 0.1045, -0.7245], [-0.1834, 0.1150, 0.1892], [0.0244, -0.0109, 0.0077], [0.0304, -0.0022, 0.0058], [0.0585, 0.0314, -0.0932], [0.0034, 0.0265, 0.0010], [-0.3635, -0.9069, 0.5252], [-0.8617, 1.0737, -1.4531], [0.1312, -0.0158, 0.0399], [0.0887, 0.0042, 0.0127], [-0.0058, -0.0197, 0.0194], [-0.0265, -0.0227, -0.0052], [-0.0335, -0.0414, -0.0028], [0.0560, 0.0432, -0.0622], [0.2632, -0.0880, 0.0243], [-0.0206, -0.0243, 0.0355], [-0.0309, 0.0094, -0.0284], [-0.0038, 0.0345, 0.0062], [0.0021, 0.0101, 0.0575], [0.2004, -0.0003, -0.0340], [-0.0413, 0.2279, 0.1317], [-0.1000, 0.1132, -0.0127], [-0.0671, 0.0243, -0.0397], [-0.0320, -0.0185, 0.0269], [-0.0025, 0.0248, -0.0249], [0.1023, -0.0310, -0.0778], [0.1543, -0.0979, 0.0867], [0.0523, -0.0990, -0.1692], [0.0398, -0.0245, 0.0807], [-0.0677, -0.0021, -0.0224], [-0.0069, -0.0004, 0.0145], [-0.0160, 0.0215, -0.0151], [0.0141, 0.0348, -0.0212], [0.0436, 0.0856, -0.0058], [0.0439, 0.1116, 0.0617], [-0.0227, 0.0194, 0.0196], [0.0267, -0.0092, 0.0109], [0.0157, -0.0149, -0.0228], [-0.0067, -0.0202, -0.0125], [0.0277, 0.0587, 0.0093], [0.0250, -0.0308, -0.0085], [0.0021, -0.0199, 0.0169], [-0.0204, -0.0003, 0.0208], [0.0061, 0.0151, 0.0247], [0.0219, -0.0363, -0.0044], [-0.0198, 0.0130, 0.0067], [0.0165, -0.0289, -0.0224], [0.0191, -0.0015, -0.0136], [-0.0144, 0.0479, 0.0033], [0.0677, -0.0359, 0.0897], [0.0302, 0.0121, 0.0335], [-0.0038, -0.0184, -0.0060], [-0.0243, -0.0106, -0.0072], [-0.0185, 0.0126, -0.0145], [0.0285, 0.0092, 0.0138], [-0.0121, -0.0438, 0.0180], [-0.0514, -0.1729, 0.1107], [0.0059, -0.0588, 0.0241], [0.0329, 0.0437, -0.0370], [-0.0005, 0.4373, 0.0022], [0.0616, -0.1785, -0.0026], [-0.0859, -0.2221, -0.0877], [-0.0148, 0.0428, 0.0312], [0.0178, 0.0183, -0.0085], [0.0074, -0.0186, -0.0304], [0.0982, -0.2104, -0.0595], [-0.0405, 0.0492, -0.0080], [-0.0088, -0.0070, 0.0064], [0.0186, -0.0319, 0.0260], [-0.0035, -0.0164, -0.0483], [-0.0063, -0.0551, 0.0250], [0.0043, 0.0496, -0.0023], [0.0073, 0.0052, -0.0459], [0.0163, 0.0247, 0.0183], [-0.0200, -0.0170, -0.0062], [0.0242, 0.0278, -0.0363], [-0.0469, 0.0180, 0.0337], [0.0257, -0.0059, 0.0248], [-0.0027, 0.0015, -0.0431], [-0.0321, -0.0053, 0.0045], [0.0248, 0.0272, 0.0288], [-0.0241, 0.0108, -0.0188], [0.0314, 0.0293, 0.0141], [0.0024, -0.0355, 0.0020], [-0.0310, 0.0220, 0.0031], [-0.0194, -0.0193, -0.0040], [0.0377, -0.0103, 0.0191], [0.0334, 0.0072, 0.0215], [0.0097, -0.0119, -0.0329], [-0.0380, 0.0225, 0.0047], [0.0426, 0.0101, -0.0084], [-0.0313, 0.0139, 0.0274], [0.0224, -0.0320, 0.0033], [0.0205, 0.0122, -0.0232], [0.0089, -0.0127, -0.0065], [-0.0463, 0.0134, 0.0041], [0.8566, -0.3482, -0.2440], [-0.0128, 0.0047, 0.0805], [-0.0701, 0.0796, -0.0823], [-0.1349, 0.0720, -0.0899], [-0.0069, 0.0991, 0.1159], [-0.0732, -0.0188, -0.0594], [0.0246, -0.1114, 0.0527], [0.1138, 0.0285, 0.0591], [-0.2516, 0.0260, -0.2806], [0.6649, -0.4191, 0.3051], [-0.0634, 0.0541, -0.1352], [-0.0197, 0.0243, -0.0412], [0.0230, 0.0305, -0.0019], [-0.0047, -0.0300, 0.0154], [0.0017, -0.0260, -0.0377], [-0.0423, 0.0320, 0.0158], [0.0263, -0.0046, 0.0076], [0.0209, 0.0147, -0.0409], [0.0031, -0.0369, -0.0107], [-0.0119, 0.0069, 0.0433], [-0.0348, -0.0169, -0.0594], [0.0321, 0.0196, 0.0020], [0.0029, 0.0210, 0.0261], [0.0022, -0.0024, 0.0043], [0.0039, 0.0035, -0.0346]]}